# 1
{
  "formula": "H5NS",
  "method": "wB97M-V/def2-TZVPD",
  "fmax_ev_per_a": 2.51,
  "e_homo_ev": -9.611,
  "smiles": "N.S",
  "relative_energy_kj_mol": 47.4,
  "spin_multiplicity": 1,
  "orbital_gap_ev": 10.3,
  "elements": ["N", "H", "H", "H", "S", "H", "H"],
  "xyz": [[-0.71, 1.29, 0.05], [-1.38, 0.63, 0.29], [-0.38, 0.86, -0.78], [-0.06, 1.49, 0.77], [1.20, -1.69, 0.33], [1.36, -0.59, -0.33], [-0.04, -2.00, -0.34]]
}

---

# 2
{
  "formula": "C18H37BrO6Si",
  "method": "wB97M-V/def2-TZVPD",
  "fmax_ev_per_a": 0.94,
  "e_homo_ev": -9.267,
  "smiles": "CC(=O)OCCCCCCCC[SiH2]CC(=O)Br.COCCOCCOC",
  "relative_energy_kj_mol": 11.6,
  "spin_multiplicity": 1,
  "orbital_gap_ev": 9.9,
  "elements": ["C", "C", "O", "O", "C", "C", "C", "C", "C", "C", "C", "C", "Si", "C", "C", "O", "Br", "H", "H", "H", "H", "H", "H", "H", "H", "H", "H", "H", "H", "H", "H", "H", "H", "H", "H", "H", "H", "H", "H", "H", "C", "O", "C", "C", "O", "C", "C", "O", "C", "H", "H", "H", "H", "H", "H", "H", "H", "H", "H", "H", "H", "H", "H"],
  "xyz": [[6.14, 0.51, 0.31], [5.35, 0.86, -0.92], [5.60, 0.44, -2.01], [4.26, 1.66, -0.69], [4.57, 3.06, -0.78], [3.35, 3.88, -0.35], [2.56, 4.49, -1.51], [1.67, 5.68, -1.10], [0.19, 5.44, -1.37], [-0.49, 4.54, -0.32], [-1.55, 3.64, -0.92], [-2.48, 2.98, 0.13], [-2.00, 1.19, 0.45], [-2.99, -0.02, -0.64], [-2.49, -0.12, -2.03], [-1.74, -0.93, -2.47], [-3.20, 1.27, -3.24], [5.94, -0.53, 0.54], [5.85, 1.12, 1.16], [7.20, 0.61, 0.10], [4.84, 3.28, -1.82], [5.43, 3.29, -0.14], [2.71, 3.20, 0.21], [3.68, 4.66, 0.34], [1.92, 3.72, -1.94], [3.26, 4.80, -2.29], [1.83, 5.91, -0.04], [1.98, 6.57, -1.66], [-0.33, 6.41, -1.39], [0.07, 4.99, -2.35], [-0.95, 5.18, 0.44], [0.27, 3.96, 0.21], [-1.06, 2.87, -1.53], [-2.15, 4.23, -1.61], [-3.50, 2.97, -0.25], [-2.48, 3.56, 1.06], [-0.57, 1.04, 0.09], [-2.22, 0.78, 1.85], [-4.04, 0.26, -0.67], [-2.86, -1.02, -0.21], [0.87, -4.99, 2.79], [-0.51, -5.14, 2.55], [-1.30, -4.10, 3.07], [-2.51, -3.82, 2.21], [-2.22, -3.14, 1.00], [-1.60, -3.87, -0.06], [-2.51, -4.87, -0.75], [-2.69, -6.03, 0.04], [-3.93, -6.67, -0.19], [1.11, -5.09, 3.86], [1.39, -5.77, 2.24], [1.23, -4.01, 2.44], [-0.71, -3.18, 3.17], [-1.65, -4.38, 4.08], [-3.14, -3.13, 2.77], [-3.08, -4.73, 2.03], [-0.68, -4.35, 0.27], [-1.35, -3.11, -0.80], [-2.05, -5.15, -1.70], [-3.48, -4.39, -0.95], [-4.76, -5.97, -0.05], [-4.02, -7.47, 0.54], [-3.98, -7.10, -1.20]]
}

---

# 3
{
  "formula": "CH13NO4",
  "method": "wB97M-V/def2-TZVPD",
  "fmax_ev_per_a": 1.43,
  "e_homo_ev": -9.669,
  "smiles": "CN.O.O.O.O",
  "relative_energy_kj_mol": 108.2,
  "spin_multiplicity": 1,
  "orbital_gap_ev": 10.2,
  "elements": ["C", "N", "H", "H", "H", "H", "H", "O", "H", "H", "O", "H", "H", "O", "H", "H", "O", "H", "H"],
  "xyz": [[4.67, 1.06, -0.62], [3.38, 0.53, -1.08], [4.52, 2.00, -0.08], [5.33, 1.22, -1.47], [5.18, 0.39, 0.05], [3.31, 0.27, -2.05], [3.13, -0.29, -0.55], [-1.00, -0.50, -3.63], [-0.89, -1.39, -3.97], [-0.51, -0.49, -2.79], [-0.09, -0.51, -1.03], [-0.57, 0.17, -0.53], [0.80, -0.09, -0.97], [-4.81, 1.31, 1.16], [-4.83, 2.18, 0.74], [-5.29, 1.44, 1.98], [-4.00, -2.58, 5.33], [-3.44, -2.29, 4.60], [-4.86, -2.46, 4.90]]
}